# 1
DFT (wB97M-V/def2-TZVPD) results for a cluster of 2 separate species, C3H3NO2 in total in a non-equilibrium geometry.

Each line ends with the Löwdin charge.
Geometry (Å):
C (-1.85698, 0.43211, 0.12924)  -0.23
C (-0.41081, 0.37844, -0.12829)  -0.22
C (1.75584, -0.04922, 0.75403)  -0.08
N (-2.98213, 0.25027, 0.24436)  0.14
O (-0.17857, -0.57660, -1.13153)  -0.10
O (2.43242, 0.56868, 0.01545)  0.04
H (-0.04380, 1.45254, -0.18309)  0.12
H (2.13017, -1.03786, 1.31405)  0.12
H (-0.84614, -1.41836, -1.01422)  0.20

Forces on the atoms, in the same order (eV/Å):
1.734 -0.697 0.451
-0.697 0.643 -0.217
0.443 -0.830 -0.413
-0.882 0.162 0.177
-1.720 -1.852 0.709
-0.627 -0.438 0.914
0.226 -1.849 -0.746
-0.806 1.483 -0.659
2.330 3.378 -0.215

Frontier orbital gap (spin up / spin down) in eV: 8.069 / 8.379
Total charge: 0
LUMO energy (spin up / spin down) in hartree: -0.028 / -0.020
Relative energy (zero: lowest compared OMol25 entry of this formula, charge and spin) in kcal per mole: 125.8

=====

# 2
DFT (wB97M-V/def2-TZVPD) results for a structure of composition C3H3NO2 in a non-equilibrium geometry.

Each line ends with the Löwdin charge.
Geometry (Å):
O (-0.77065, -1.40221, 0.43437)  0.00
C (-0.25189, -0.18483, 0.04199)  -0.44
C (1.24613, 0.02237, 0.19735)  -0.20
O (1.97853, -0.78066, 0.70069)  0.12
C (-0.81810, 0.39850, -1.17387)  -0.14
N (-1.23333, 0.92932, -2.11191)  0.18
H (-1.04462, -0.61569, 1.10783)  0.14
H (-0.65578, 0.59924, 0.93191)  0.21
H (1.54973, 1.03396, -0.12837)  0.14

Forces on the atoms, in the same order (eV/Å):
-1.034 2.009 2.190
0.417 3.004 0.412
0.497 -0.134 -0.049
-0.437 0.384 -0.311
-0.069 0.563 -1.184
0.307 -0.520 0.788
-1.307 -5.180 0.309
1.351 -0.089 -2.131
0.275 -0.038 -0.023

Frontier orbital gap in eV: 10.365
Total charge: 0
LUMO energy in hartree: -0.019
Relative energy (zero: lowest compared OMol25 entry of this formula, charge and spin) in kcal per mole: 99.2

=====

# 3
DFT (wB97M-V/def2-TZVPD) results for a cluster of 2 separate species, C3H3NO2 in total in a non-equilibrium geometry.

Each line ends with the Löwdin charge.
Geometry (Å):
N (2.52946, -1.05236, -0.28363)  0.19
C (1.51326, -0.50729, -0.38106)  -0.12
C (0.19973, 0.11346, -0.63304)  -0.43
O (0.09320, 1.13046, -1.26060)  0.12
C (-1.00471, -0.65036, -0.03627)  -0.21
O (-2.11824, -0.36672, -0.37472)  0.11
H (-0.77154, -1.45172, 0.69520)  0.13
H (-0.30875, 1.64826, 0.87720)  0.09
H (-0.08697, 1.21391, 1.43229)  0.10

Forces on the atoms, in the same order (eV/Å):
-1.025 0.543 0.050
1.109 -0.611 -0.124
-0.042 0.397 -0.675
0.077 -0.784 0.006
-0.626 0.069 -0.238
0.582 -0.202 0.207
0.021 0.138 -0.126
-0.063 0.219 0.490
-0.032 0.230 0.410

Frontier orbital gap in eV: 9.144
Total charge: 0
LUMO energy in hartree: -0.072
Relative energy (zero: lowest compared OMol25 entry of this formula, charge and spin) in kcal per mole: 82.1

=====

# 4
DFT (wB97M-V/def2-TZVPD) results for a structure of composition C3H3NO2 in a non-equilibrium geometry.

Each line ends with the Löwdin charge.
Geometry (Å):
C (0.29715, 0.21415, 0.63627)  -0.21
C (0.22598, 1.09020, -0.58712)  -0.06
C (0.04999, -1.12424, 0.02357)  -0.26
N (-1.16618, 0.48799, 0.64584)  0.06
O (-1.09074, 1.07705, -0.51263)  0.00
O (-0.99590, -1.36651, -0.49480)  0.07
H (0.89982, 0.36881, 1.53823)  0.15
H (0.80604, 1.14343, -1.42949)  0.09
H (0.97385, -1.89090, 0.18013)  0.16

Forces on the atoms, in the same order (eV/Å):
-1.755 1.415 -0.449
0.857 -0.086 1.961
2.671 -2.996 0.603
-1.008 1.438 4.004
-0.335 1.542 -1.705
0.773 -2.373 -1.075
-0.143 -0.322 -0.478
0.879 0.273 -2.200
-1.939 1.109 -0.660

Frontier orbital gap (spin up / spin down) in eV: 8.561 / 8.718
Total charge: 0
LUMO energy (spin up / spin down) in hartree: 0.013 / -0.005
Relative energy (zero: lowest compared OMol25 entry of this formula, charge and spin) in kcal per mole: 175.4

=====

# 5
DFT (wB97M-V/def2-TZVPD) results for the molecule C3H3NO2 in a non-equilibrium geometry.

Each line ends with the Löwdin charge.
Geometry (Å):
O (0.45891, -1.59122, -0.26697)  0.08
C (0.09981, -0.30175, -0.14201)  -0.27
C (0.94453, 0.75504, -0.58742)  -0.21
O (0.69984, 1.91959, -0.26729)  0.04
C (-0.98604, 0.15351, 0.69001)  -0.25
N (-1.45156, 1.30645, 0.80642)  0.23
H (-0.33667, -2.12214, -0.41989)  0.13
H (-1.18302, -0.59723, 1.47108)  0.13
H (1.75420, 0.47774, -1.28393)  0.13

Forces on the atoms, in the same order (eV/Å):
-0.431 0.202 -0.330
0.431 0.703 -0.140
0.230 0.560 -0.398
0.519 -0.621 -0.483
-0.151 -0.613 1.017
-0.194 -0.257 -0.101
0.182 -0.133 0.200
-0.655 0.025 0.074
0.069 0.135 0.161

Frontier orbital gap (spin up / spin down) in eV: 7.622 / 8.464
Total charge: 0
LUMO energy (spin up / spin down) in hartree: -0.061 / -0.016
Relative energy (zero: lowest compared OMol25 entry of this formula, charge and spin) in kcal per mole: 104.7

=====

# 6
DFT (wB97M-V/def2-TZVPD) results for a cluster of 2 separate species, C3H3NO2 in total in a non-equilibrium geometry.

Each line ends with the Löwdin charge.
Geometry (Å):
N (2.47417, -0.91440, -0.03578)  0.19
C (1.46287, -0.50934, -0.42506)  -0.13
C (0.13769, -0.03544, -0.88080)  -0.38
O (0.00786, 0.77310, -1.75779)  0.16
C (-1.05532, -0.66499, -0.13419)  -0.20
O (-2.17809, -0.38991, -0.44983)  0.11
H (-0.79885, -1.36370, 0.68623)  0.13
H (-0.30688, 1.72931, 1.33205)  0.06
H (0.25655, 1.37537, 1.66518)  0.06

Forces on the atoms, in the same order (eV/Å):
-1.000 0.384 -0.357
0.973 -0.345 0.312
-0.039 0.454 -0.504
0.121 -0.482 0.493
-0.646 0.078 -0.082
0.618 -0.181 0.197
-0.035 0.073 -0.094
0.036 -0.015 0.036
-0.029 0.033 0.000

Frontier orbital gap in eV: 9.161
Total charge: 0
LUMO energy in hartree: -0.072
Relative energy (zero: lowest compared OMol25 entry of this formula, charge and spin) in kcal per mole: 75.8

=====

# 7
DFT (wB97M-V/def2-TZVPD) results for the molecule C3H3NO2 in a non-equilibrium geometry.

Each line ends with the Löwdin charge.
Geometry (Å):
C (-0.54294, 1.06480, 0.27286)  -0.01
C (-0.38265, -0.01798, 1.08421)  -0.05
N (0.39537, -0.98724, 0.41174)  0.01
O (-0.30217, -1.57938, -0.85997)  -0.03
C (0.69419, -0.42865, -0.87475)  -0.28
O (0.17193, 0.85721, -0.90748)  0.00
H (-0.97869, 1.98742, 0.38500)  0.10
H (-0.68393, -0.18487, 2.02411)  0.07
H (1.62889, -0.71131, -1.53572)  0.20

Forces on the atoms, in the same order (eV/Å):
2.139 -3.978 0.165
0.349 1.899 -4.643
1.145 -0.944 -0.708
1.416 2.803 0.638
-0.943 -2.359 0.114
-0.050 0.064 -0.496
-0.939 1.859 0.155
-1.112 -0.517 3.150
-2.005 1.174 1.626

Frontier orbital gap in eV: 10.160
Total charge: 0
LUMO energy in hartree: 0.026
Relative energy (zero: lowest compared OMol25 entry of this formula, charge and spin) in kcal per mole: 108.7

=====

# 8
DFT (wB97M-V/def2-TZVPD) results for the molecule C3H3NO2 in a non-equilibrium geometry.

Each line ends with the Löwdin charge.
Geometry (Å):
O (1.34304, 0.55345, -1.02130)  0.11
C (0.20061, 0.19540, -0.41064)  -0.31
C (0.23389, -0.34994, 0.85501)  -0.43
O (1.09131, -0.63528, 1.67615)  0.03
C (-1.01419, 0.40518, -1.13079)  -0.17
N (-2.02042, 0.55964, -1.68599)  0.18
H (2.07188, 0.35351, -0.41043)  0.13
H (-0.91974, -0.96885, 0.87884)  0.23
H (-0.98640, -0.11311, 1.24915)  0.23

Forces on the atoms, in the same order (eV/Å):
0.084 -0.036 0.127
-0.064 -0.111 0.208
0.177 0.046 -0.115
-0.212 0.077 -0.215
-0.920 0.085 -0.383
0.979 -0.139 0.520
-0.026 0.038 -0.103
0.021 -0.032 -0.052
-0.038 0.072 0.013

Frontier orbital gap (spin up / spin down) in eV: 8.652 / 8.651
Total charge: 0
LUMO energy (spin up / spin down) in hartree: -0.015 / -0.015
Relative energy (zero: lowest compared OMol25 entry of this formula, charge and spin) in kcal per mole: 112.2

=====

# 9
DFT (wB97M-V/def2-TZVPD) results for the molecule C3H3NO2 in a non-equilibrium geometry.

Each line ends with the Löwdin charge.
Geometry (Å):
C (1.04405, 0.79725, 0.62728)  -0.02
O (-0.23671, 0.27507, 0.27352)  -0.04
C (-0.46377, -0.50475, -0.77671)  -0.50
O (0.21705, -0.72130, -1.73872)  0.15
C (-1.78811, -1.10524, -0.50059)  -0.08
N (-2.79486, -1.54110, -0.13850)  0.18
H (0.83927, 1.29609, 1.57422)  0.10
H (1.76203, -0.01227, 0.78070)  0.10
H (1.42105, 1.51626, -0.10119)  0.10

Forces on the atoms, in the same order (eV/Å):
0.229 0.123 0.045
-0.231 -0.099 0.117
0.274 -0.011 -0.206
-0.218 0.173 0.673
-1.017 -0.438 0.247
0.934 0.328 -0.554
0.244 0.000 -0.125
-0.110 0.082 -0.135
-0.106 -0.159 -0.062

Frontier orbital gap in eV: 12.020
Total charge: 0
LUMO energy in hartree: 0.007
Relative energy (zero: lowest compared OMol25 entry of this formula, charge and spin) in kcal per mole: 35.0

=====

# 10
DFT (wB97M-V/def2-TZVPD) results for a structure of composition C3H3NO2 in a non-equilibrium geometry.

Each line ends with the Löwdin charge.
Geometry (Å):
C (-2.66201, 0.07364, -0.11031)  -0.10
C (0.33322, 0.70863, 0.18538)  -0.01
C (-0.65140, -0.29770, -0.24408)  -0.39
N (-3.72385, 0.34592, 0.17531)  0.03
O (-0.02033, 0.40940, -1.21930)  0.03
O (-0.50484, -1.67649, -0.08985)  0.07
H (-0.10211, 1.72495, 0.62868)  0.16
H (1.41530, 0.55858, 0.31469)  0.12
H (-1.08231, -2.20220, -0.61003)  0.09

Forces on the atoms, in the same order (eV/Å):
6.295 -0.906 -0.508
-1.317 2.277 0.369
-1.469 -1.390 -0.276
-2.403 0.504 0.455
-1.221 -0.284 0.718
0.972 2.933 0.967
1.006 -2.291 -1.196
-0.784 -0.476 0.517
-1.079 -0.368 -1.046

Frontier orbital gap in eV: 11.464
Total charge: 0
LUMO energy in hartree: -0.004
Relative energy (zero: lowest compared OMol25 entry of this formula, charge and spin) in kcal per mole: 110.9